Formula: C2H3N5O
Source: the OMol25 dataset
Level of theory: ωB97M-V with the def2-TZVPD basis set

Properties
Orbital gap (eV): 9.317
Total charge: 0
Highest occupied orbital energy (Ha): -0.366
SMILES string: [H]/N=C\n1[nH]nnc1=O
Relative energy (zero: lowest compared OMol25 entry of this formula, charge and spin) (kJ/mol): 293.7
LUMO energy (Eh): -0.0232

Element x y z (Å)
1 H -2.13 -1.08 -0.48
2 N -2.32 -0.08 -0.16
3 C -1.27 0.60 0.12
4 N 0.05 0.10 0.00
5 N 0.47 -1.17 -0.09
6 N 1.83 -1.17 -0.06
7 N 2.29 0.04 -0.06
8 C 1.15 0.89 -0.05
9 O 1.08 2.09 -0.12
10 H -1.17 1.72 0.38
11 H 0.02 -1.93 0.53


Formula: CH2ClFOS
Source: the OMol25 dataset
Level of theory: ωB97M-V with the def2-TZVPD basis set

Properties
Orbital gap (spin up / spin down) (eV): 9.156 / 6.290
Total charge: 0
Highest occupied orbital energy (spin up / spin down) (Ha): -0.326 / -0.284
Relative energy (zero: lowest compared OMol25 entry of this formula, charge and spin) (kJ/mol): 187.2
LUMO energy (spin up / spin down) (Eh): 0.0108 / -0.0532

Element x y z (Å)
1 C -0.72 -0.76 0.89
2 O 0.70 -0.15 -0.70
3 F -0.38 -0.28 2.08
4 S 1.70 0.90 -1.16
5 Cl 0.73 2.32 -2.25
6 H -1.54 -0.25 0.42
7 H -0.49 -1.79 0.72


Formula: C5H9NO2P
Source: the OMol25 dataset
Level of theory: ωB97M-V with the def2-TZVPD basis set

Properties
Orbital gap (eV): 9.049
Total charge: +1
Highest occupied orbital energy (Ha): -0.498
Relative energy (zero: lowest compared OMol25 entry of this formula, charge and spin) (kJ/mol): 209.5
LUMO energy (Eh): -0.1651

Element x y z (Å)
1 C 2.86 -1.57 -0.20
2 C -0.51 -1.36 0.97
3 C 0.91 -0.09 0.19
4 C -1.36 -0.67 1.79
5 C -1.37 1.64 -1.77
6 N 1.93 -0.81 -0.04
7 O -0.26 -2.43 0.56
8 O -1.09 1.58 -0.38
9 P 0.37 1.59 0.31
10 H 2.93 -1.85 -1.22
11 H 3.61 -1.95 0.51
12 H -0.94 -0.55 2.81
13 H -2.26 -1.19 1.87
14 H -1.55 0.34 1.36
15 H -0.58 1.46 -2.48
16 H -1.84 2.63 -1.77
17 H -2.09 0.89 -2.01
18 H 1.23 2.34 -0.50


Formula: C4H8BrN
Source: the OMol25 dataset
Level of theory: ωB97M-V with the def2-TZVPD basis set

Properties
Orbital gap (spin up / spin down) (eV): 7.749 / 8.423
Total charge: 0
Highest occupied orbital energy (spin up / spin down) (Ha): -0.258 / -0.347
Multiplicity: 3
Expectation value of S²: 2.012
Relative energy (zero: lowest compared OMol25 entry of this formula, charge and spin) (kJ/mol): 141.5
LUMO energy (spin up / spin down) (Eh): 0.0270 / -0.0377

Element x y z (Å)
1 C -0.45 0.71 1.24
2 C 0.41 -0.08 0.12
3 C 0.19 -1.53 -0.16
4 C 0.99 0.76 -0.89
5 N -1.49 1.15 0.34
6 Br -2.74 0.01 -0.23
7 H -0.67 0.00 2.11
8 H -0.06 1.60 1.80
9 H -0.90 -1.64 -0.25
10 H 0.47 -2.28 0.68
11 H 0.68 -1.67 -1.10
12 H 0.53 1.70 -0.91
13 H 0.93 0.32 -1.96
14 H 2.11 0.95 -0.80


Question: What is the formula in the fourth record?
Answer: C4H8BrN


Question: What is the formula in the fourth record?
Answer: C4H8BrN